[1]
Computed, not measured: a cluster of 2 separate species, C4H14N2O in total, with ωB97M-V/def2-TZVPD.

As for the net charge: -1. The energy relative to the best compared isomer or geometry (same formula, charge and spin) is 12.2 kcal per mole. The calculation puts the highest occupied orbital energy (alpha / beta) at 1.16 / -5.10 eV. The calculation puts the LUMO energy (alpha / beta) at 3.870 / 3.688 eV. The expectation value of S² is 0.75. The spin multiplicity is 2.

```
21
C4H14N2O ωB97M-V/def2-TZVPD
C 2.08 0.11 0.86
N 1.08 -0.69 0.17
C -0.17 -0.81 0.87
C -0.92 0.50 0.99
C -1.06 1.31 -0.32
N -2.40 1.39 -0.88
H 2.07 -0.01 1.95
H 3.07 -0.15 0.47
H 1.88 1.16 0.65
H 1.48 -1.61 0.02
H 0.00 -1.22 1.88
H -0.74 -1.57 0.31
H -0.52 1.15 1.78
H -1.94 0.23 1.30
H -0.39 0.87 -1.05
H -0.75 2.33 -0.16
H -2.98 0.57 -0.72
H -2.94 2.20 -0.60
H 0.93 -1.12 -2.42
H 0.92 -2.66 -2.28
O 1.27 -1.94 -2.82
```

List of Mulliken charges in e, atom by atom: -2.023, 1.737, -3.001, -0.528, -0.486, -0.685, 0.383, 0.704, 0.139, 0.145, 0.250, 0.609, 0.391, 0.707, 0.261, 0.237, 0.237, 0.295, 0.304, 0.478, -1.152

=====

[2]
Computed, not measured: a cluster of 2 separate species, C4H14N2O in total in a non-equilibrium geometry, with ωB97M-V/def2-TZVPD.

As for the net charge: -1. The energy relative to the best compared isomer or geometry (same formula, charge and spin) is 21.0 kcal per mole. The calculation puts the highest occupied orbital energy (alpha / beta) at 1.20 / -6.24 eV. The calculation puts the LUMO energy (alpha / beta) at 3.343 / 3.327 eV. The expectation value of S² is 0.75. The spin multiplicity is 2.

```
21
C4H14N2O ωB97M-V/def2-TZVPD
C -1.41 1.19 0.25
C -0.48 0.01 -0.15
C -1.05 -0.77 -1.29
N -0.29 -2.07 -1.42
C -2.28 0.95 1.44
N -1.61 1.26 2.76
H -1.97 1.59 -0.60
H -0.77 2.10 0.30
H -0.23 -0.66 0.70
H 0.54 0.29 -0.53
H -1.03 -0.28 -2.27
H -2.09 -1.11 -1.12
H 0.20 -1.98 -2.33
H 0.48 -2.08 -0.73
H -3.19 1.64 1.50
H -2.71 -0.05 1.43
H -0.74 0.80 2.96
H -1.42 2.27 2.78
H 6.10 -1.39 -0.82
H 7.25 -1.06 -1.77
O 6.69 -0.67 -1.09
```

List of Mulliken charges in e, atom by atom: -0.200, -1.399, -0.548, -0.887, -0.639, -0.692, 0.368, 0.389, 0.000, 0.260, 0.414, 0.177, 0.500, 0.526, 0.336, 0.340, 0.271, 0.282, 0.775, 0.587, -1.861

=====

[3]
Computed, not measured: a cluster of 2 separate species, C4H14N2O in total in a non-equilibrium geometry, with ωB97M-V/def2-TZVPD.

As for the structure (SMILES): C[C@H](N)CCN.O. The energy relative to the best compared isomer or geometry (same formula, charge and spin) is 23.7 kcal per mole. The calculation puts the highest occupied orbital energy at -9.17 eV. The calculation puts the LUMO energy at 0.957 eV. The spin multiplicity is 1.

```
21
C4H14N2O ωB97M-V/def2-TZVPD
C 1.04 -0.92 -1.26
C 0.14 -0.40 -0.14
C 0.90 0.43 0.87
C 0.15 0.79 2.16
N -0.42 -0.31 2.91
N -0.97 0.40 -0.68
H 1.36 -1.95 -1.04
H 1.98 -0.41 -1.49
H 0.50 -1.00 -2.19
H -0.29 -1.29 0.32
H 1.85 -0.03 1.15
H 1.25 1.36 0.38
H -0.66 1.49 1.97
H 0.88 1.29 2.78
H 0.21 -0.86 3.47
H -1.08 -0.87 2.39
H -1.12 1.26 -0.18
H -1.76 -0.14 -0.99
H -1.29 0.66 -2.74
H -0.99 -0.01 -4.07
O -1.68 0.51 -3.62
```

List of Mulliken charges in e, atom by atom: -1.466, 0.707, -0.977, -0.612, -0.512, -0.555, 0.364, 0.289, 0.294, 0.180, 0.406, 0.360, 0.307, 0.388, 0.213, 0.202, 0.106, 0.307, 0.391, 0.318, -0.711

=====

[4]
Computed, not measured: a cluster of 2 separate species, C4H14N2O in total in a non-equilibrium geometry, with ωB97M-V/def2-TZVPD.

As for the structure (SMILES): NCCCCN.O. The energy relative to the best compared isomer or geometry (same formula, charge and spin) is 55.9 kcal per mole. The calculation puts the highest occupied orbital energy at -9.20 eV. The calculation puts the LUMO energy at 0.889 eV. The spin multiplicity is 1.

```
21
C4H14N2O ωB97M-V/def2-TZVPD
C 0.63 -0.55 1.09
C 0.61 0.40 -0.12
C 0.82 -0.22 -1.49
N -0.06 0.25 -2.57
C 2.01 -0.56 1.96
N 2.96 0.21 1.16
H 0.36 -1.61 0.96
H -0.14 -0.13 1.74
H 1.13 1.32 0.02
H -0.47 0.67 -0.28
H 0.67 -1.33 -1.39
H 1.88 -0.31 -1.77
H 0.09 -0.31 -3.42
H -0.89 -0.29 -2.31
H 1.77 -0.14 2.94
H 2.25 -1.59 2.16
H 3.35 -0.22 0.34
H 3.77 0.51 1.69
H -7.05 0.96 0.42
H -6.63 1.23 -0.92
O -7.05 1.71 -0.19
```

List of Mulliken charges in e, atom by atom: -0.562, -0.543, -0.579, -0.737, -0.458, -0.520, 0.378, 0.276, 0.337, 0.280, 0.269, 0.362, 0.288, 0.284, 0.322, 0.233, 0.156, 0.212, 0.316, 0.317, -0.633

=====

[5]
Computed, not measured: a cluster of 2 separate species, C4H14N2O in total in a non-equilibrium geometry, with ωB97M-V/def2-TZVPD.

As for the structure (SMILES): CN[C@@H](C)CN.O. The energy relative to the best compared isomer or geometry (same formula, charge and spin) is 30.2 kcal per mole. The calculation puts the highest occupied orbital energy at -8.49 eV. The calculation puts the LUMO energy at 0.918 eV. The spin multiplicity is 1.

```
21
C4H14N2O ωB97M-V/def2-TZVPD
C 1.92 1.14 -1.48
N 0.92 1.62 -0.56
C -1.10 0.23 -0.82
C 0.05 0.68 0.12
C 0.83 -0.55 0.60
N 0.01 -1.41 1.45
H 1.43 0.47 -2.19
H 2.25 1.97 -2.10
H 2.73 0.61 -0.97
H 1.11 2.46 -0.03
H -2.07 0.35 -0.35
H -1.00 -0.78 -1.20
H -1.14 0.91 -1.65
H -0.37 1.18 0.99
H 1.22 -1.16 -0.22
H 1.74 -0.16 1.10
H -0.52 -0.87 2.11
H 0.58 -2.11 1.91
H -2.10 -1.78 1.14
H -3.43 -1.08 0.76
O -3.04 -1.72 1.37
```

List of Mulliken charges in e, atom by atom: -0.917, -0.333, -1.477, 0.426, -0.962, -0.472, 0.265, 0.355, 0.277, 0.236, 0.154, 0.334, 0.521, 0.460, 0.335, 0.309, 0.279, 0.194, 0.394, 0.309, -0.688

=====

[6]
Computed, not measured: a cluster of 2 separate species, C4H14N2O in total in a non-equilibrium geometry, with ωB97M-V/def2-TZVPD.

As for the structure (SMILES): CN(C)CCN.O. The energy relative to the best compared isomer or geometry (same formula, charge and spin) is 30.2 kcal per mole. The calculation puts the highest occupied orbital energy at -9.00 eV. The calculation puts the LUMO energy at 0.796 eV. The spin multiplicity is 1.

```
21
C4H14N2O ωB97M-V/def2-TZVPD
N -0.16 2.14 -0.98
C 0.77 1.79 0.08
C 1.07 0.29 0.27
N -0.11 -0.57 0.37
C 0.29 -1.92 0.75
C -1.12 -0.08 1.28
H 0.26 1.84 -1.86
H -0.94 1.47 -0.97
H 1.75 2.20 -0.19
H 0.50 2.26 1.02
H 1.65 0.00 -0.61
H 1.73 0.16 1.14
H -0.54 -2.61 0.61
H 0.68 -1.96 1.77
H 1.05 -2.29 0.06
H -1.61 0.82 0.92
H -1.89 -0.84 1.41
H -0.73 0.14 2.29
H -0.84 -1.30 -3.16
H -0.95 -0.96 -1.65
O -0.86 -0.57 -2.53
```

List of Mulliken charges in e, atom by atom: -0.608, -0.851, -0.659, 0.299, -1.170, -1.108, 0.308, 0.302, 0.374, 0.339, 0.374, 0.368, 0.337, 0.398, 0.345, 0.320, 0.370, 0.325, 0.288, 0.283, -0.631

=====

[7]
Computed, not measured: a cluster of 2 separate species, C4H14N2O in total in a non-equilibrium geometry, with ωB97M-V/def2-TZVPD.

As for the structure (SMILES): CN[C@@H](C)CN.O. The energy relative to the best compared isomer or geometry (same formula, charge and spin) is 42.5 kcal per mole. The calculation puts the highest occupied orbital energy at -8.48 eV. The calculation puts the LUMO energy at 0.881 eV. The spin multiplicity is 1.

```
21
C4H14N2O ωB97M-V/def2-TZVPD
C -0.05 -2.47 1.18
N 0.97 -1.42 0.98
C -0.08 -0.57 -1.20
C 0.68 -0.28 0.16
C -0.06 0.74 1.01
N -0.37 2.03 0.30
H -0.97 -2.33 0.64
H 0.29 -3.43 0.75
H -0.21 -2.47 2.26
H 1.87 -1.93 0.82
H -0.49 0.36 -1.53
H -0.75 -1.42 -1.08
H 0.67 -0.84 -1.92
H 1.66 0.15 -0.16
H -1.03 0.34 1.33
H 0.58 0.95 1.92
H -0.05 2.71 0.95
H -1.38 1.96 0.16
H 0.21 2.64 -1.72
H -1.20 2.72 -2.29
O -0.29 2.56 -2.54
```

List of Mulliken charges in e, atom by atom: -0.993, -0.359, -1.068, 0.244, -0.813, -0.485, 0.321, 0.331, 0.298, 0.286, 0.348, 0.302, 0.267, 0.285, 0.236, 0.359, 0.219, 0.254, 0.353, 0.296, -0.684

=====

[8]
Computed, not measured: a cluster of 2 separate species, C4H14N2O in total in a non-equilibrium geometry, with ωB97M-V/def2-TZVPD.

As for the structure (SMILES): CNCCCN.O. The energy relative to the best compared isomer or geometry (same formula, charge and spin) is 47.3 kcal per mole. The calculation puts the highest occupied orbital energy at -8.17 eV. The calculation puts the LUMO energy at 0.885 eV. The spin multiplicity is 1.

```
21
C4H14N2O ωB97M-V/def2-TZVPD
C -0.16 -1.53 -0.72
N 0.54 -0.71 0.24
C -0.13 0.42 0.85
C 0.58 1.72 0.39
C -0.01 2.05 -1.01
N -1.31 2.69 -0.98
H 0.26 -2.54 -0.69
H -1.18 -1.59 -0.44
H -0.06 -1.16 -1.81
H 1.52 -0.54 0.11
H -0.16 0.26 1.95
H -1.15 0.50 0.49
H 1.65 1.68 0.52
H 0.42 2.65 0.97
H 0.07 1.13 -1.63
H 0.73 2.74 -1.44
H -2.04 1.93 -0.80
H -1.45 3.27 -0.17
H 0.32 -4.60 2.07
H 1.25 -4.07 0.97
O 0.33 -4.30 1.14
```

List of Mulliken charges in e, atom by atom: -0.748, -0.178, -0.521, -0.619, -0.484, -0.587, 0.213, 0.317, 0.240, 0.212, 0.245, 0.235, 0.368, 0.284, 0.137, 0.288, 0.297, 0.302, 0.303, 0.314, -0.615